[1]
{"formula": "C20H13ClF5N3O", "method": "ωB97M-V/def2-TZVPD", "homo_ev": -9.19, "e_tot_ha": -1968.92693, "max_force_ev_per_a": 4.1, "smiles": "O=C(NC[C@@H](c1ccc(F)cc1)c1cnc(C(F)(F)F)nc1)c1cccc(F)c1Cl", "charge": 0, "orbital_gap_ev": 9.068, "symbols": ["O", "C", "N", "C", "C", "C", "C", "C", "C", "F", "C", "C", "C", "C", "N", "C", "C", "F", "F", "F", "N", "C", "C", "C", "C", "C", "C", "F", "C", "Cl", "H", "H", "H", "H", "H", "H", "H", "H", "H", "H", "H", "H", "H"], "coordinates": [[1.60929, 1.48247, 1.39588], [0.95438, 1.57175, 0.37610], [0.99455, 0.61281, -0.63496], [1.99286, -0.42947, -0.76590], [1.36070, -1.83902, -1.12066], [2.42273, -2.95621, -1.14582], [3.03728, -3.43247, 0.04685], [3.90275, -4.51169, 0.01683], [4.17151, -5.07247, -1.23781], [4.90733, -6.12845, -1.35377], [3.58232, -4.62763, -2.44414], [2.68200, -3.52513, -2.41499], [0.19131, -2.04057, -0.12441], [0.16155, -1.64440, 1.23593], [-0.87688, -2.02255, 2.00599], [-1.98907, -2.50314, 1.49322], [-3.36806, -2.75089, 2.27386], [-3.17583, -3.87008, 2.99782], [-4.39033, -2.89655, 1.37857], [-3.68358, -1.81807, 3.14429], [-1.87849, -2.94011, 0.25552], [-0.85357, -2.73927, -0.55384], [0.04183, 2.73260, 0.17435], [-0.75808, 3.21518, 1.31480], [-1.61749, 4.22813, 1.09487], [-1.86241, 4.68217, -0.24330], [-1.16780, 4.24276, -1.38250], [-1.27903, 4.87153, -2.57838], [-0.12489, 3.26110, -1.14343], [1.06425, 2.87325, -2.43585], [0.48176, 0.86309, -1.45018], [2.62145, -0.50410, 0.07721], [2.67969, -0.01179, -1.46819], [1.04342, -1.71473, -2.13165], [2.83876, -2.87748, 0.96433], [4.45508, -4.85354, 0.84954], [3.66366, -5.24392, -3.43000], [2.01648, -3.30917, -3.25306], [0.98606, -1.16429, 1.78203], [-0.95688, -3.12794, -1.57786], [-0.41731, 2.81813, 2.24612], [-2.19769, 4.69665, 1.85249], [-2.59871, 5.45679, -0.46645]], "nbo_charge": [-0.61, 0.66, -0.62, -0.22, -0.25, -0.04, -0.19, -0.28, 0.40, -0.30, -0.27, -0.19, -0.07, 0.07, -0.43, 0.31, 0.96, -0.32, -0.31, -0.30, -0.42, 0.06, -0.14, -0.16, -0.20, -0.25, 0.37, -0.30, -0.06, 0.00, 0.40, 0.22, 0.21, 0.21, 0.22, 0.23, 0.24, 0.22, 0.23, 0.20, 0.25, 0.23, 0.23]}



[2]
{"formula": "C9H8OS", "method": "ωB97M-V/def2-TZVPD", "homo_ev": -7.97, "relative_energy_kj_mol": 260.7, "e_tot_ha": -821.08686, "max_force_ev_per_a": 4.4, "smiles": "CC1=CC=Cc2cscc2O1", "charge": 0, "orbital_gap_ev": 8.669, "symbols": ["C", "C", "C", "C", "C", "C", "C", "S", "C", "C", "O", "H", "H", "H", "H", "H", "H", "H", "H"], "coordinates": [[0.56065, 1.81498, 2.08212], [0.52189, 0.63672, 1.15561], [1.71098, 0.19621, 0.70545], [1.72893, -1.01347, -0.17528], [0.76975, -1.45787, -0.93851], [-0.54376, -0.91678, -1.24942], [-1.32715, -1.28544, -2.26395], [-2.89006, -0.52710, -2.18398], [-2.51645, 0.12941, -0.63669], [-1.21096, -0.18720, -0.23696], [-0.61754, -0.00952, 1.04264], [0.29261, 1.63509, 3.16295], [-0.26702, 2.49664, 1.75316], [1.53206, 2.25823, 1.96006], [2.62049, 0.70852, 0.99919], [2.71206, -1.40138, -0.24451], [1.06256, -2.16957, -1.56233], [-0.94744, -1.71954, -3.11940], [-3.19161, 0.81204, -0.25017]], "nbo_charge": [-0.65, 0.36, -0.32, -0.17, -0.20, -0.15, -0.37, 0.44, -0.44, 0.27, -0.49, 0.22, 0.21, 0.22, 0.22, 0.20, 0.20, 0.23, 0.23]}



[3]
{"formula": "C2H5IN2", "method": "ωB97M-V/def2-TZVPD", "homo_ev": -8.78, "relative_energy_kj_mol": 282.1, "e_tot_ha": -486.24972, "max_force_ev_per_a": 6.8, "charge": 0, "orbital_gap_ev": 8.178, "symbols": ["C", "C", "N", "N", "I", "H", "H", "H", "H", "H"], "coordinates": [[0.03820, 1.23135, 1.86970], [1.02314, -0.82227, -1.25122], [-0.93388, 0.79347, 1.41419], [-1.79276, -0.01929, 1.11837], [-3.68915, 0.54513, 0.50501], [1.02435, 1.39012, 1.46951], [1.53112, 0.08603, -1.70779], [0.07638, -0.65072, -1.30231], [1.30902, -1.62121, -1.90191], [1.41360, -0.93262, -0.21355]], "nbo_charge": [-0.01, -0.82, -0.05, -0.42, 0.25, 0.23, 0.20, 0.20, 0.22, 0.21]}



[4]
{"formula": "C39H36ClF4FeN3OP2", "method": "ωB97M-V/def2-TZVPD", "homo_ev": [-6.71, -6.07], "multiplicity": 5, "relative_energy_kj_mol": 0.0, "e_tot_ha": -4553.34114, "max_force_ev_per_a": 0.4, "charge": 0, "orbital_gap_ev": [6.430, 5.297], "symbols": ["Fe", "Cl", "C", "C", "C", "C", "O", "C", "C", "N", "C", "C", "C", "C", "C", "C", "C", "C", "N", "C", "C", "H", "H", "H", "H", "H", "H", "H", "H", "H", "H", "C", "P", "C", "C", "C", "C", "C", "C", "C", "P", "C", "C", "H", "H", "H", "H", "H", "H", "H", "H", "H", "H", "H", "H", "H", "H", "H", "H", "F", "C", "C", "C", "C", "C", "C", "C", "H", "H", "H", "H", "H", "H", "F", "C", "F", "F", "C", "C", "C", "N", "C", "C", "H", "H", "H", "H"], "coordinates": [[0.12154, 0.50254, -0.51720], [6.22200, 0.75226, -3.27486], [4.78860, 1.27494, -2.42380], [4.11947, 2.42531, -2.84697], [2.97791, 2.85053, -2.20360], [2.43886, 2.12002, -1.11565], [1.29015, 2.37874, -0.58102], [3.20457, 1.01960, -0.65411], [2.71982, 0.42791, 0.57853], [2.76771, -0.82022, 0.83698], [2.17837, -1.28442, 2.01252], [2.85150, -2.26017, 2.71362], [2.34448, -2.81860, 3.89571], [1.13417, -2.41093, 4.37748], [0.39561, -1.42939, 3.68029], [-0.85680, -0.98819, 4.16825], [-1.53832, -0.02690, 3.49279], [-0.98257, 0.46576, 2.29511], [0.15733, 0.06899, 1.77739], [0.89548, -0.85342, 2.48401], [4.34421, 0.57823, -1.32352], [4.50732, 2.97826, -3.69327], [2.45077, 3.73371, -2.54438], [2.26834, 1.13783, 1.27524], [3.80723, -2.58275, 2.32154], [2.91805, -3.57270, 4.41839], [0.72316, -2.82408, 5.29002], [-1.24622, -1.42313, 5.08119], [-2.48914, 0.35513, 3.83771], [-1.51461, 1.22409, 1.73944], [4.88167, -0.28651, -0.95524], [2.13813, -2.27983, -1.90299], [0.54678, -1.88493, -1.08141], [0.44680, -3.33181, 0.05056], [-0.64863, -2.32258, -2.40482], [-1.14129, -3.61490, -2.57332], [-2.09179, -3.89481, -3.54276], [-2.55191, -2.88001, -4.36846], [-2.05469, -1.59380, -4.22212], [-1.10748, -1.29541, -3.24412], [-0.44586, 0.39930, -2.96737], [-1.74565, 1.45508, -3.72640], [0.79703, 0.51883, -4.31471], [2.10165, -3.27946, -2.33876], [2.93321, -2.21500, -1.15998], [2.35141, -1.55314, -2.68465], [0.81987, -4.24249, -0.42147], [-0.57968, -3.49641, 0.37813], [1.06317, -3.12732, 0.92769], [-0.79632, -4.41464, -1.93095], [-2.47444, -4.90179, -3.65029], [-3.29547, -3.08865, -5.12726], [-2.42269, -0.81617, -4.87870], [-1.89509, 1.24210, -4.78549], [-1.42313, 2.49386, -3.63654], [-2.69250, 1.34464, -3.19613], [0.37796, 0.19355, -5.26868], [1.68062, -0.07476, -4.08775], [1.11551, 1.55885, -4.39142], [-6.93678, -4.61475, 2.85208], [-5.96071, -3.97283, 2.18264], [-6.16742, -3.64432, 0.85187], [-5.16740, -2.98798, 0.16816], [-3.94541, -2.64657, 0.80016], [-2.92527, -1.97794, 0.11272], [-3.78755, -3.00884, 2.16242], [-4.78444, -3.66607, 2.84922], [-7.10248, -3.90950, 0.37762], [-5.30659, -2.72843, -0.87413], [-1.99540, -1.73360, 0.61008], [-3.01794, -1.71194, -0.93188], [-2.86012, -2.75773, 2.66380], [-4.67200, -3.94807, 3.88730], [-5.79995, 4.39822, -1.75245], [-5.00290, 4.66892, -0.70277], [-5.77522, 4.62421, 0.39624], [-4.57101, 5.92843, -0.84230], [-3.87048, 3.68127, -0.61593], [-2.56488, 4.05284, -0.86738], [-1.57189, 3.08441, -0.79861], [-1.82172, 1.80682, -0.49365], [-3.09274, 1.46741, -0.24359], [-4.14542, 2.36025, -0.29516], [-2.30900, 5.07224, -1.11702], [-0.53114, 3.32201, -0.99303], [-3.27394, 0.42788, 0.00147], [-5.15329, 2.02820, -0.08628]], "mulliken_spin": [2.99, 0.00, 0.00, 0.00, 0.01, -0.04, 0.01, 0.04, -0.05, 0.00, 0.00, 0.00, 0.00, 0.00, 0.01, 0.00, 0.00, 0.00, 0.04, 0.01, 0.02, 0.00, 0.00, 0.00, 0.00, 0.00, 0.00, 0.00, 0.00, 0.00, 0.00, 0.00, -0.05, 0.01, 0.00, 0.02, 0.00, 0.00, 0.00, 0.02, -0.09, 0.00, -0.01, 0.00, 0.00, 0.00, 0.00, -0.01, 0.01, 0.00, 0.00, 0.00, 0.00, 0.00, 0.00, 0.00, 0.00, 0.00, 0.00, 0.01, 0.20, -0.08, 0.18, 0.07, 0.27, 0.16, -0.08, 0.00, 0.01, 0.21, 0.00, 0.04, 0.00, 0.00, 0.00, 0.00, 0.00, -0.01, 0.00, 0.00, 0.03, 0.00, 0.02, 0.00, 0.00, -0.01, 0.00]}



[5]
{"formula": "C4H3CdLiO", "method": "ωB97M-V/def2-TZVPD", "homo_ev": [-1.86, -3.17], "multiplicity": 2, "e_tot_ha": -404.53706, "max_force_ev_per_a": 4.7, "charge": -1, "orbital_gap_ev": [4.396, 5.611], "symbols": ["H", "O", "C", "C", "H", "H", "Cd", "Li", "C", "C"], "coordinates": [[0.97367, 1.90103, 0.57256], [0.80441, 0.16779, 1.72264], [0.28658, 1.04604, 0.75736], [0.01756, 0.34916, -0.58126], [-0.65280, 1.50593, 1.14836], [-0.29375, 1.06289, -1.36199], [0.90886, -1.43705, 0.68231], [0.08753, -1.34885, -1.89217], [-1.10088, -2.25317, -0.50837], [-1.03119, -0.99377, -0.53943]], "mulliken_spin": [0.00, 0.00, 0.06, -0.08, 0.02, -0.02, 0.72, 0.23, -0.09, 0.16]}



[6]
{"formula": "C39H39BrN9O2SV", "method": "ωB97M-V/def2-TZVPD", "homo_ev": [-2.97, -3.96], "multiplicity": 4, "relative_energy_kj_mol": 229.8, "e_tot_ha": -6068.88280, "max_force_ev_per_a": 3.2, "charge": -1, "orbital_gap_ev": [4.618, 5.613], "symbols": ["V", "C", "C", "C", "C", "C", "C", "C", "C", "C", "C", "H", "H", "H", "H", "H", "H", "H", "H", "H", "H", "H", "H", "H", "H", "H", "Br", "C", "C", "C", "C", "C", "C", "N", "N", "C", "C", "C", "C", "O", "C", "N", "C", "C", "C", "C", "H", "H", "H", "H", "H", "H", "H", "H", "H", "N", "N", "N", "C", "N", "N", "H", "H", "H", "N", "C", "C", "C", "C", "C", "C", "C", "C", "C", "H", "H", "H", "H", "O", "S", "C", "C", "C", "C", "H", "H", "H", "H", "H", "H", "H", "H"], "coordinates": [[-0.09835, -0.87396, -0.27028], [-0.82138, -3.04380, -0.33103], [-2.27951, -2.98954, -0.12183], [-2.57670, -3.42133, 1.13607], [-1.33618, -3.81031, 1.78995], [-0.30941, -3.64027, 0.91170], [1.09233, -4.14158, 1.09094], [-1.26571, -4.32301, 3.19861], [-3.92121, -3.59976, 1.78073], [-3.23908, -2.63235, -1.22075], [-0.39520, -3.76528, -1.61166], [1.13240, -5.22218, 0.91627], [1.46305, -3.95885, 2.10176], [1.77558, -3.66378, 0.39418], [-1.80638, -5.26955, 3.31336], [-1.71248, -3.61464, 3.90467], [-0.23407, -4.49225, 3.50863], [-4.07824, -4.64890, 2.05010], [-4.73700, -3.30512, 1.11609], [-4.01501, -3.01763, 2.70460], [-4.25246, -2.46702, -0.84223], [-3.30119, -3.43345, -1.96486], [-2.92171, -1.73134, -1.75795], [-0.68861, -4.82536, -1.55320], [0.68293, -3.72006, -1.76651], [-0.86408, -3.33235, -2.49536], [4.29823, 5.63408, -1.64674], [4.48660, 4.75533, 0.03810], [4.37457, 5.48500, 1.21324], [4.49738, 4.84036, 2.43079], [4.70945, 3.44781, 2.52312], [4.83913, 2.74244, 1.30014], [4.74159, 3.39154, 0.08003], [4.85953, 2.91866, 3.78642], [4.70552, 1.61559, 3.99062], [3.75149, 0.89739, 3.32195], [4.00674, -0.44556, 3.02598], [3.19170, -1.18076, 2.15712], [2.04944, -0.63962, 1.61903], [1.30835, -1.25136, 0.65650], [1.61765, 0.61325, 2.09211], [0.37572, 1.01853, 1.68825], [-0.05392, 2.18831, 2.10042], [0.67173, 3.02725, 2.95524], [1.91967, 2.62217, 3.37213], [2.44908, 1.40292, 2.92899], [4.19844, 6.55307, 1.17220], [4.42409, 5.40062, 3.35591], [5.04559, 1.68048, 1.31159], [4.87118, 2.83308, -0.84029], [4.93396, -0.86707, 3.39401], [3.48677, -2.17790, 1.85095], [-1.04858, 2.47663, 1.76081], [0.25024, 3.96807, 3.28429], [2.49722, 3.23697, 4.04789], [1.09317, 3.77583, -1.26676], [0.13117, 2.78728, -1.15813], [-1.15963, 3.05208, -1.20601], [-1.67545, 1.84396, -1.07109], [-0.72010, 0.90756, -0.99410], [0.42775, 1.53989, -1.04725], [1.18762, 4.23711, -0.36666], [1.96890, 3.31995, -1.49528], [-2.72965, 1.64184, -1.05375], [1.73550, 0.05491, -10.03204], [1.56662, -0.09047, -8.90385], [1.35373, -0.28203, -7.48815], [1.65145, -1.51017, -6.89969], [1.43614, -1.70363, -5.54827], [0.91488, -0.67920, -4.74676], [0.63455, 0.55279, -5.35148], [0.84781, 0.75077, -6.70270], [0.66265, -0.88519, -3.35474], [0.42282, -1.06574, -2.17136], [2.04898, -2.30864, -7.51315], [1.66804, -2.65369, -5.08613], [0.24413, 1.35683, -4.74128], [0.62302, 1.70536, -7.16062], [-2.33024, -0.07577, 0.91587], [-3.62602, -0.49362, 1.54962], [-4.97712, -0.10019, 0.37456], [-5.53575, 1.27189, 0.73433], [-5.50277, 1.32374, 2.25951], [-4.08945, 0.90077, 2.63612], [-5.72607, -0.88539, 0.50109], [-4.55137, -0.18599, -0.62485], [-6.54112, 1.41329, 0.33618], [-4.89981, 2.06055, 0.32412], [-6.22878, 0.61269, 2.66481], [-5.74862, 2.31015, 2.65477], [-3.97578, 0.58378, 3.67136], [-3.35210, 1.67307, 2.40901]], "mulliken_spin": [2.13, 0.06, -0.07, -0.05, -0.02, 0.08, -0.01, 0.01, 0.00, -0.01, 0.00, 0.00, 0.00, 0.00, 0.00, 0.00, 0.00, 0.00, 0.00, 0.00, 0.00, 0.00, 0.00, 0.00, 0.00, 0.00, 0.00, 0.09, -0.04, 0.08, -0.03, 0.11, -0.05, 0.29, 0.34, -0.09, 0.12, -0.08, 0.08, 0.00, 0.05, 0.02, -0.02, 0.03, 0.00, 0.02, 0.00, 0.01, 0.01, 0.00, 0.03, 0.00, 0.00, 0.00, -0.01, 0.00, 0.01, -0.01, 0.01, -0.02, -0.01, 0.00, 0.00, 0.00, 0.01, 0.00, 0.02, -0.01, 0.02, -0.01, 0.02, -0.01, 0.10, -0.19, 0.00, 0.00, 0.00, 0.00, -0.02, 0.00, 0.00, 0.00, 0.00, 0.00, 0.00, 0.00, 0.00, 0.00, 0.00, 0.00, 0.00, 0.00]}



[7]
{"formula": "C4H8N2O", "method": "ωB97M-V/def2-TZVPD", "homo_ev": -9.63, "relative_energy_kj_mol": 620.3, "e_tot_ha": -341.76739, "max_force_ev_per_a": 4.6, "charge": 0, "orbital_gap_ev": 10.503, "symbols": ["C", "C", "C", "C", "H", "H", "H", "H", "H", "H", "H", "H", "N", "N", "O"], "coordinates": [[-2.36390, 0.86272, -0.63535], [-0.11122, 0.09172, -0.20348], [2.21941, -0.38074, 0.02783], [1.77578, -0.34462, 1.37057], [-2.93620, 1.63383, -1.23838], [-2.63816, -0.29027, -1.36838], [-2.65338, 0.45194, 0.50020], [-1.48152, -0.96047, -1.14433], [1.92252, -1.10160, -0.72036], [3.28520, 0.33823, 0.08556], [1.04600, -0.99425, 1.77427], [2.33663, 0.04372, 2.24710], [-0.48320, -1.06375, -0.45791], [1.05003, 0.49436, 0.36200], [-0.96799, 1.21918, -0.59934]], "nbo_charge": [-0.23, 0.65, -0.23, -0.23, 0.23, 0.11, 0.21, 0.34, 0.25, 0.21, 0.21, 0.21, -0.71, -0.47, -0.54]}



[8]
{"formula": "C4H4N2O2", "method": "ωB97M-V/def2-TZVPD", "homo_ev": -10.43, "relative_energy_kj_mol": 333.0, "e_tot_ha": -414.71936, "max_force_ev_per_a": 3.6, "smiles": "[H]/N=C(\\O)c1ccon1", "charge": 0, "orbital_gap_ev": 10.939, "symbols": ["H", "N", "C", "O", "C", "C", "C", "O", "N", "H", "H", "H"], "coordinates": [[-1.10584, -2.57718, 1.56669], [-0.48235, -1.66679, 1.89559], [-0.31589, -1.14319, 0.77126], [-1.11537, -1.91406, -0.24319], [0.23492, 0.16555, 0.38462], [0.71806, 0.54119, -0.90249], [0.81288, 1.89269, -0.79667], [0.54523, 2.26773, 0.45763], [0.16920, 1.19249, 1.19792], [-1.31617, -1.33920, -0.99112], [0.90474, -0.07045, -1.77854], [0.95058, 2.65120, -1.56170]], "nbo_charge": [0.37, -0.57, 0.49, -0.74, 0.03, -0.36, 0.14, -0.25, -0.05, 0.47, 0.25, 0.22]}